[1]
Molecular formula: C29H21Cl5N5O2V
Method: DFT, ωB97M-V with the def2-TZVPD basis set

Last column: Löwdin charge in e.
CARTESIAN COORDINATES (ANGSTROEM)
V: 0.213 0.434 0.041  1.042
C: 1.099 -0.394 -3.104  -0.083
N: 1.631 -0.570 -1.744  -0.048
C: 2.066 -1.946 -1.455  -0.077
C: 1.603 -2.330 -0.095  -0.289
N: 1.227 -1.439 0.790  0.115
C: 1.037 -2.156 1.988  -0.164
C: 0.758 -1.732 3.286  0.008
C: 0.665 -2.698 4.267  -0.048
C: 0.857 -4.060 3.987  -0.064
C: 1.182 -4.490 2.717  -0.006
C: 1.278 -3.507 1.741  -0.170
N: 1.636 -3.581 0.397  0.190
C: -0.269 0.183 -3.012  -0.273
N: -0.767 0.598 -1.877  0.075
C: -2.040 1.109 -2.176  -0.186
C: -3.001 1.700 -1.360  -0.005
C: -4.168 2.118 -1.964  -0.054
C: -4.385 1.959 -3.342  -0.064
C: -3.436 1.383 -4.161  -0.004
C: -2.262 0.969 -3.543  -0.166
N: -1.108 0.371 -4.049  0.191
H: 1.739 0.279 -3.674  0.133
H: 1.072 -1.342 -3.644  0.132
H: 2.436 0.043 -1.653  0.072
H: 1.693 -2.643 -2.206  0.131
H: 3.158 -2.012 -1.473  0.147
H: 0.668 -0.687 3.536  0.073
H: 0.454 -2.393 5.283  0.115
H: 0.768 -4.784 4.785  0.112
H: 1.363 -5.534 2.498  0.117
H: 1.908 -4.409 -0.105  0.176
H: -2.845 1.816 -0.298  0.111
H: -4.941 2.574 -1.360  0.114
H: -5.318 2.296 -3.772  0.112
H: -3.600 1.262 -5.223  0.117
H: -0.937 0.112 -5.005  0.176
Cl: -2.958 0.996 5.937  0.708
C: -2.570 0.648 4.302  -0.688
C: -3.530 0.067 3.459  -0.693
Cl: -5.099 -0.292 4.053  0.704
C: -3.212 -0.226 2.134  -0.608
Cl: -4.334 -0.949 1.049  0.741
C: -1.937 0.066 1.679  -0.330
O: -1.477 -0.167 0.429  -0.164
C: -0.998 0.671 2.496  -0.362
O: 0.177 0.905 1.879  -0.219
C: -1.299 0.954 3.821  -0.617
Cl: -0.074 1.655 4.810  0.743
Cl: 5.867 1.090 -1.735  0.710
C: 4.276 1.574 -1.258  -0.679
C: 3.851 1.374 0.038  -0.080
C: 2.557 1.753 0.404  -0.048
C: 1.675 2.323 -0.529  -0.314
C: 0.262 2.507 -0.187  -0.085
C: 2.154 2.531 -1.839  -0.038
C: 3.434 2.180 -2.200  -0.102
H: 4.521 0.941 0.768  0.121
H: 2.253 1.650 1.439  0.122
H: -0.339 2.935 -0.982  0.081
H: 0.067 2.954 0.780  0.094
H: 1.497 2.997 -2.566  0.131
H: 3.803 2.367 -3.200  0.117

The calculation puts the LUMO energy (alpha / beta) at -0.138 / -0.107 Eh. Its multiplicity is 2. The calculation puts the orbital gap (alpha / beta) at 6.7 / 7.6 eV. As for the total energy: -4786.8604 Eh. Its net charge is +1.


[2]
Molecular formula: C2H14O5
Method: DFT, ωB97M-V with the def2-TZVPD basis set

Last column: Löwdin charge in e.
CARTESIAN COORDINATES (ANGSTROEM)
C: -1.793 -0.363 1.109  -0.199
O: -0.818 -1.398 1.671  -0.086
C: -1.832 -0.419 -0.396  -0.086
H: -2.872 -0.534 1.464  0.140
H: -1.424 0.612 1.609  0.138
H: -1.364 -2.128 1.929  0.077
H: -2.729 -0.784 -0.790  0.060
H: -1.708 0.542 -0.841  0.038
H: -1.047 -1.054 -0.870  0.088
H: 1.110 -1.781 1.116  -0.022
H: 2.200 -2.736 1.732  0.096
O: 1.935 -2.197 0.949  -0.041
H: 2.504 2.099 -0.983  0.107
H: 2.045 1.033 0.124  0.103
O: 1.835 1.892 -0.328  0.210
H: 1.799 -0.483 -1.750  0.128
H: 2.712 -1.049 -0.554  0.089
O: 2.626 -0.323 -1.231  0.118
H: -1.191 3.020 -2.182  0.153
H: -0.614 2.961 -0.656  -0.062
O: -1.376 3.088 -1.121  -0.047

The calculation puts the LUMO energy (alpha / beta) at -0.137 / -0.403 Eh. Its multiplicity is 2. The calculation puts the orbital gap (alpha / beta) at 11.1 / 3.1 eV. As for the total energy: -460.3473 Eh. Its net charge is +1.


[3]
Molecular formula: C6H7BrO
Method: DFT, ωB97M-V with the def2-TZVPD basis set

Last column: Löwdin charge in e.
CARTESIAN COORDINATES (ANGSTROEM)
C: -1.428 -0.647 -1.014  -0.133
C: -2.529 -0.205 -0.438  -0.585
C: 1.112 -0.102 -0.408  -0.141
C: 1.048 0.891 0.658  -0.102
C: -0.201 -0.873 -0.080  -0.294
C: 0.244 0.498 1.694  -0.071
O: -0.522 -0.580 1.322  -0.080
Br: -4.064 0.133 -1.487  0.655
H: -1.099 -0.864 -2.036  0.119
H: 0.924 0.467 -1.387  0.139
H: 1.848 -0.977 -0.349  0.144
H: 1.773 1.677 0.836  0.097
H: -2.748 -0.139 0.609  0.055
H: 0.055 -1.901 -0.140  0.121
H: 0.075 0.836 2.605  0.076

The calculation puts the LUMO energy at 0.032 Eh. The calculation puts the orbital gap at 9.4 eV. As for the total energy: -2881.9851 Eh. As for the SMILES: Br/C=C/[C@H]1CC=CO1.


[4]
Molecular formula: C20H27N2O2PPtS2
Method: DFT, ωB97M-V with the def2-TZVPD basis set

Last column: Löwdin charge in e.
CARTESIAN COORDINATES (ANGSTROEM)
C: -2.690 0.232 -4.128  -0.080
C: -2.262 -0.906 -3.447  -0.054
C: -1.494 -0.841 -2.254  -0.252
C: -1.133 0.438 -1.780  -0.196
C: -1.425 1.557 -2.576  -0.353
C: -2.281 1.478 -3.669  -0.063
C: -1.300 -2.137 -1.513  -0.170
C: -0.194 -3.158 -1.975  -0.188
N: 1.134 -2.726 -2.298  -0.287
Pt: -0.210 0.894 0.115  0.678
C: -0.923 2.920 -2.195  -0.300
P: 0.421 2.684 -0.968  0.677
H: -2.599 -1.894 -3.781  0.116
H: -2.641 2.420 -4.108  0.119
H: -3.332 0.132 -5.011  0.107
H: -1.725 3.527 -1.755  0.103
H: -0.556 3.514 -3.041  0.100
H: -1.133 -1.907 -0.442  -0.024
H: -2.248 -2.697 -1.540  0.119
H: -0.081 -3.866 -1.134  0.120
C: 0.944 4.240 -0.241  -0.226
C: 1.759 2.070 -2.046  -0.226
H: -0.572 -3.730 -2.841  0.117
C: 1.431 -2.029 -3.524  -0.091
C: 2.183 -2.784 -1.295  -0.092
H: 0.921 1.645 1.173  0.023
H: 1.837 -2.735 -4.279  0.081
H: 0.547 -1.525 -3.955  0.078
H: 2.218 -1.272 -3.325  0.074
H: 2.733 -3.740 -1.380  0.081
H: 2.913 -1.971 -1.430  0.074
H: 1.777 -2.712 -0.272  0.051
H: 2.204 2.884 -2.625  0.056
H: 2.512 1.588 -1.435  0.038
H: 1.349 1.323 -2.722  0.040
H: 0.833 5.072 -0.948  0.062
H: 0.338 4.438 0.647  0.056
H: 1.988 4.156 0.073  0.057
H: 1.267 0.882 1.031  0.038
O: -2.786 1.659 4.599  -0.287
S: -1.400 1.566 4.215  0.653
O: -0.580 2.754 4.204  -0.309
N: -1.243 0.783 2.718  -0.119
C: -0.676 -0.398 2.783  -0.817
S: -0.132 -1.124 1.360  0.779
C: -0.314 -0.828 4.126  -0.256
C: 0.479 -1.917 4.501  -0.051
C: 1.005 -1.963 5.800  -0.078
C: 0.716 -0.922 6.705  -0.091
C: -0.100 0.158 6.322  -0.053
C: -0.581 0.213 5.024  -0.246
H: 0.652 -2.697 3.755  0.097
H: 1.644 -2.795 6.095  0.101
H: 1.157 -0.931 7.700  0.096
H: -0.350 0.984 6.986  0.118

The calculation puts the LUMO energy (alpha / beta) at -0.004 / -0.110 Eh. Its multiplicity is 3. The calculation puts the orbital gap (alpha / beta) at 5.3 / 4.7 eV. As for the total energy: -2295.1498 Eh.


[5]
Molecular formula: C2H4NO2S
Method: DFT, ωB97M-V with the def2-TZVPD basis set

Last column: Löwdin charge in e.
CARTESIAN COORDINATES (ANGSTROEM)
C: -0.402 0.385 -0.850  -0.362
C: -1.005 -0.739 -0.019  -0.635
N: -2.472 1.542 -0.064  -0.277
O: -3.272 1.257 -1.009  -0.210
O: -0.954 1.581 -0.418  -0.306
S: -1.934 -0.092 1.351  0.534
H: 0.716 0.569 -0.636  0.120
H: -0.533 0.322 -1.932  0.088
H: -1.561 -1.304 -0.628  -0.004
H: -0.119 -1.241 0.432  0.052

The calculation puts the LUMO energy (alpha / beta) at 0.149 / 0.149 Eh. The calculation puts the orbital gap (alpha / beta) at 7.0 / 7.0 eV. As for the total energy: -681.9188 Eh. Its net charge is -1.


[6]
Molecular formula: C4H12
Method: DFT, ωB97M-V with the def2-TZVPD basis set

Last column: Löwdin charge in e.
CARTESIAN COORDINATES (ANGSTROEM)
C: -0.761 -1.364 0.904  -0.165
C: -0.504 -0.268 1.909  -0.184
H: -0.002 -1.245 0.139  0.016
H: -0.650 -2.409 1.199  0.070
H: -1.703 -1.210 0.359  0.076
H: -1.372 0.426 1.944  0.073
H: 0.230 0.518 1.795  0.037
H: -0.374 -0.699 2.919  0.068
C: 0.350 1.319 -0.924  -0.161
C: 0.955 0.229 -1.864  -0.147
H: 0.436 2.286 -1.423  0.063
H: -0.683 1.125 -0.649  0.055
H: 0.945 1.237 -0.013  0.046
H: 0.299 0.205 -2.721  0.055
H: 0.914 -0.696 -1.306  0.031
H: 1.918 0.545 -2.267  0.065

The calculation puts the LUMO energy at 0.044 Eh. The calculation puts the orbital gap at 12.3 eV. As for the total energy: -159.5590 Eh. As for the SMILES: CC.CC.